C26H25GeN2O4RuS as an isolated structure, computed with the ωB97M-V functional and the def2-TZVPD basis.

Atoms and positions in Å:
C1 -1.468400 1.223300 -3.800000
H1 -5.504800 -1.987400 0.893900
H2 0.145600 0.106300 4.970500
H3 -0.179700 -6.385100 -0.411900
C2 0.096100 2.302700 0.772500
C3 0.179200 0.359400 3.930800
H4 0.176100 -1.578400 -4.757100
H5 -2.752900 1.375400 -2.082600
C4 2.339100 -2.293400 -1.333100
C5 0.025600 2.873000 4.154200
C6 -0.294500 -4.323600 0.143800
H6 -7.938700 -2.072000 0.610200
C7 -0.655200 0.386600 -4.554100
C8 -7.319500 -1.755700 -0.214900
H7 1.758300 -2.876300 -2.040300
C9 -1.948300 -0.606000 -2.288400
H8 0.643500 -4.341900 0.682200
Ge1 -3.163000 -1.332600 -0.792000
C10 -2.268100 -3.125600 -0.584000
C11 -0.458800 -0.931100 -4.167900
H9 -1.019200 -2.487000 -2.790600
S1 1.783900 -0.560100 -1.444400
C12 -5.137900 -1.304800 -1.099500
H10 -1.621900 2.247300 -4.105900
C13 -1.100300 -1.432600 -3.043700
C14 -5.698800 -0.928200 -2.306800
H11 -2.680800 0.480200 1.224100
H12 -3.677800 -4.278400 -1.702800
C15 -1.038000 -3.158100 0.070700
O1 -0.161600 1.756900 -0.335300
H13 -5.067000 -0.602500 -3.120400
H14 3.389400 -2.341600 -1.604100
O2 0.154000 4.014900 3.531100
H15 -8.955800 -1.438100 -1.559300
H16 -0.668100 -2.237200 0.581400
C16 -7.885500 -1.396700 -1.427300
Ru1 -0.552200 -0.399900 -0.488000
H17 3.911700 0.052200 -0.549500
H18 0.301900 -1.547900 3.052900
C17 -0.766900 -5.479600 -0.459400
C18 -2.731200 -4.291200 -1.180300
H19 -7.499500 -0.690400 -3.417900
N1 0.261200 -0.543400 2.947000
H20 2.196200 -2.679700 -0.329300
C19 -2.303500 -0.254300 0.531500
N2 0.269900 0.039300 1.742500
H21 2.725500 -0.254700 0.757600
H22 2.639500 1.253300 -0.190400
H23 0.262700 3.945500 2.539200
C20 -5.948300 -1.707100 -0.049600
C21 0.133500 1.613300 3.342600
C22 -1.983400 -5.458300 -1.122000
O3 -0.155200 2.776400 5.340500
C23 0.184100 1.354900 1.956100
C24 -2.096900 0.738000 -2.665000
O4 0.290600 3.495200 0.957400
H24 -0.196200 0.754200 -5.459400
H25 -2.348000 -6.353300 -1.603000
C25 2.885500 0.194000 -0.220600
C26 -7.073500 -0.979100 -2.469000

Force components x, y, z for each atom (eV/Å):
C -0.1346 0.1660 0.1268
H -0.0309 -0.0779 0.2012
H 0.0585 -0.1290 0.2291
H -0.0297 -0.0715 0.0169
C 0.2779 -0.3473 1.4542
C -0.0604 0.6396 -0.1818
H 0.0294 -0.0130 -0.0159
H 0.1332 0.1294 -0.0268
C -0.1000 0.4334 -0.0403
C 0.0460 -0.4764 0.1085
C 0.2574 -0.1355 0.0069
H -0.1165 -0.0330 0.0411
C -0.1613 -0.1121 0.1614
C -0.1023 -0.0341 0.1554
H -0.0866 -0.0389 -0.0511
C -0.8267 -0.3754 0.7468
H 0.0634 0.0023 -0.0247
Ge -0.6607 -1.3593 -1.2756
C -0.5358 0.7719 0.1342
C 0.0777 -0.2512 0.0007
H 0.1282 0.1318 0.0198
S -0.0229 -0.3262 -0.1281
C 1.3558 -0.0019 0.2451
H 0.0168 0.0744 0.0153
C -0.1579 -0.0665 -0.4140
C 0.1275 0.0016 -0.1342
H 0.2057 -0.0669 0.7159
H -0.0877 -0.0880 -0.0383
C -0.0395 0.7325 -0.0676
O -0.6490 -1.8196 -1.9051
H 0.0258 0.0363 -0.1454
H 0.0662 0.0216 -0.0340
O 0.0022 0.5873 -0.2912
H -0.0857 0.0019 -0.0056
H -0.1063 -0.5599 0.0046
C 0.0354 0.0250 -0.0345
Ru -0.7336 2.3961 5.4772
H 0.0121 0.0580 -0.0207
H 0.0428 0.1913 -0.1596
C 0.1258 0.1377 0.1251
C -0.1351 0.1099 -0.0681
H -0.1051 0.0171 -0.0525
N -0.1167 -0.2597 0.0231
H -0.0192 -0.0125 0.0876
C 2.3969 0.2776 -2.9464
N -0.2373 0.1763 -1.6001
H 0.0484 0.0401 -0.0172
H 0.0644 0.0072 0.0018
H -0.0210 -0.2804 0.3085
C 0.0934 -0.0508 0.0737
C 0.0336 -0.2488 -0.1391
C -0.0765 -0.0038 -0.1071
O 0.0067 0.0459 -0.0229
C 0.0115 -0.1148 0.2612
C 0.0032 0.1554 -0.3635
O -0.0517 0.0935 -0.1717
H 0.1089 0.0650 -0.0223
H -0.0566 -0.0798 -0.0188
C -0.2938 -0.1503 -0.0629
C -0.0139 0.0584 -0.1552

The calculation puts the LUMO energy (alpha / beta) at -0.190 / -0.188 hartree. The energy above the lowest of the compared OMol25 structures with the same formula, charge and spin is 235.1 kJ/mol. For the highest occupied orbital energy (alpha / beta), the calculation gives -11.91 / -11.92 eV. Its gap between HOMO and LUMO (alpha / beta) is 6.8 / 6.8 eV. As for the charge: +1.

=====

One molecule with the formula C26H25N3O2, computed with the ωB97M-V functional and the def2-TZVPD basis.

Atoms and positions in Å:
H1 -3.823839 -5.022012 3.164761
C1 -3.029417 1.525101 1.655559
C2 3.016238 -0.125360 -2.994436
H2 -1.076881 -0.930179 0.909705
C3 0.630431 1.477759 1.371743
H3 -4.752316 -0.363210 1.015244
H4 -3.798711 -0.131458 3.767195
H5 -2.913443 5.228495 2.623992
H6 -0.799688 4.062465 2.127727
H7 2.645759 2.166107 -4.111310
H8 -5.174389 1.679687 1.879103
N1 1.629276 0.849891 0.882448
C4 0.671278 -0.452046 -0.963883
H9 -5.058468 4.057571 2.499097
H10 4.322495 2.676271 -3.890394
C5 -1.740691 3.535876 2.074985
H11 3.844664 1.861668 -5.374348
C6 -2.925410 4.184078 2.349140
C7 -3.819752 -3.950495 3.299850
C8 1.023004 -1.719474 -1.760162
H12 7.304048 0.207747 -4.476714
C9 -3.824133 -2.036077 4.739131
C10 -3.792864 -1.739313 2.352459
O1 -0.282861 0.240791 -1.259001
H13 0.937170 2.372140 1.904804
H14 2.359820 -0.805252 0.082316
C11 6.376704 0.774360 -4.495245
C12 -4.149787 3.517551 2.277713
C13 -3.832266 -3.411070 4.574308
N2 1.507789 -0.252966 0.077828
C14 -1.782499 2.188173 1.729140
H15 6.095633 0.945395 -5.533959
C15 5.293074 0.039370 -3.766817
C16 -1.460060 0.046060 1.136568
H16 -3.832691 -1.609737 5.731260
H17 6.548015 -1.605622 -3.230195
H18 2.031512 0.311683 -2.926203
C17 3.681532 1.895078 -4.297415
H19 4.778011 -2.830576 -2.024357
H20 0.469071 -2.557608 -1.322713
C18 4.573421 -1.879567 -2.489806
H21 -3.539979 -1.401306 0.246945
C19 -4.220753 2.185030 1.929850
C20 -3.796388 -3.117885 2.194308
O2 2.375001 -2.099299 -1.699100
C21 -0.778269 1.219829 1.381224
C22 -3.806449 -1.203855 3.634616
H22 0.683024 -1.583753 -2.794111
C23 5.554860 -1.184972 -3.166262
C24 4.006128 0.572417 -3.674347
H23 6.556182 1.746743 -4.037283
H24 -3.783642 -3.542963 1.200473
C25 3.290736 -1.349643 -2.403483
H25 -3.846814 -4.060199 5.437034
C26 -3.769054 -0.824753 1.148918
N3 -2.793365 0.223314 1.292097

Force components x, y, z for each atom (eV/Å):
H 0.0066 -0.0868 -0.0057
C 0.1947 0.6057 0.1108
C -0.2088 -0.1597 0.1285
H 0.0240 -0.1156 -0.0967
C 0.0145 -0.1196 -0.2610
H 0.1510 -0.0324 -0.0914
H 0.0273 0.1176 0.0199
H 0.0171 0.0800 0.0184
H 0.0825 0.0770 0.0033
H -0.0505 0.0578 -0.0165
H -0.0838 -0.0378 0.0010
N 0.6564 0.5527 0.1048
C 0.0965 -0.1908 -0.3266
H -0.0747 0.0238 0.0105
H 0.0195 0.1133 -0.0226
C -0.0718 0.0281 0.0195
H 0.0007 0.0754 -0.0853
C 0.1199 0.1691 0.0373
C -0.0110 -0.1084 0.0667
C -0.3446 0.0383 -0.0955
H 0.0754 0.0056 -0.0262
C -0.0127 0.0722 0.0409
C -0.0143 -0.0701 -0.0510
O 0.1038 -0.0336 -0.1897
H 0.0419 0.0068 0.1029
H -0.2825 0.1642 -0.1083
C -0.0751 0.0023 0.0265
C -0.1316 -0.0497 -0.0003
C -0.0041 -0.1049 0.0242
N 0.0288 -0.4642 0.3985
C -0.2163 -0.3005 -0.0468
H 0.0605 0.0624 -0.0986
C -0.0314 0.0035 0.0077
C 0.4410 0.2925 0.2036
H 0.0009 0.0353 0.0815
H 0.1042 -0.0357 -0.0127
H -0.1161 0.0566 -0.0204
C 0.0117 -0.0328 0.0161
H 0.0218 -0.1248 0.0524
H 0.0176 0.1311 -0.0845
C -0.2705 -0.0463 0.1243
H -0.0889 0.1053 0.0698
C -0.1324 -0.0665 -0.0066
C -0.0338 0.1288 -0.0604
O 0.2330 -0.0474 0.0690
C -0.5446 -0.4753 0.0213
C -0.0152 -0.0058 -0.0151
H 0.0441 0.0795 0.1644
C -0.1170 0.0394 0.0184
C 0.1301 -0.1355 0.0284
H 0.0820 0.0986 -0.0337
H 0.0183 -0.0373 -0.1119
C 0.2814 -0.0441 -0.1103
H 0.0039 -0.0542 0.0690
C -0.2514 -0.2736 0.0776
N 0.0718 0.0308 -0.1391

The calculation puts the LUMO energy at 0.024 hartree. The energy above the lowest of the compared OMol25 structures with the same formula, charge and spin is 191.9 kJ/mol. For the highest occupied orbital energy, the calculation gives -7.71 eV. Its gap between HOMO and LUMO is 8.4 eV. As for the SMILES: Cc1ccc(OCC(=O)N/N=C\c2cn(Cc3ccccc3)c3ccccc23)cc1C. As for the charge: 0.

=====

Calculated total energy, respectively: -3985.91200 -1320.50249 Eh.
Largest force on an atom, respectively: 0.1171 0.0168 hartree/bohr.